# 1
89
Properties=species:S:1:pos:R:3:mulliken_charge:R:1 method="wB97M-V/def2-TZVPD" total_charge=-1 e_homo_ha=-0.1566 relative_energy_kcal_mol=213.8 orbital_gap_ha=0.055
H -0.922 -6.110 4.654 0.372
H -2.745 3.311 -8.083 0.245
H -0.228 -2.601 2.685 0.078
H -6.020 0.092 -5.826 0.173
H -3.571 0.970 -4.641 0.041
F 10.377 -0.469 0.904 -0.407
H -2.408 2.463 -4.486 0.441
H -3.290 -1.163 0.366 0.318
Cl -3.781 6.244 2.085 -0.076
F 11.453 1.603 1.103 -0.394
C 6.364 -0.245 1.252 -0.600
H -0.469 7.358 -2.848 0.276
H 0.536 4.517 -2.205 0.102
C -6.901 1.049 -4.106 0.779
C -0.795 1.013 -2.614 -0.500
H 4.676 -2.908 3.498 0.472
N -0.629 -4.063 4.994 0.153
Br 0.319 2.019 -3.924 -0.183
H 1.223 -1.780 3.226 0.405
H 8.018 -0.355 2.620 0.458
S 1.459 -0.776 0.147 0.232
N -4.162 2.578 -3.215 -0.373
C 5.149 -2.162 2.868 -0.266
H -1.982 0.339 -7.923 0.262
C -0.156 -5.345 4.482 -0.696
C -1.820 1.395 -7.688 -0.620
Cl -3.053 3.529 1.355 0.014
F 9.288 1.487 0.208 -0.408
Ca -4.949 1.315 -0.276 1.547
H 6.837 0.502 0.623 0.480
H 0.621 -3.641 7.459 0.268
H 4.577 -0.346 0.058 0.316
H -4.175 3.477 -3.718 0.240
C -0.568 6.435 -2.255 -0.181
C -3.107 1.739 -3.922 0.073
H -4.192 1.966 -6.902 0.249
O -7.051 2.280 -3.930 -0.719
O -4.180 1.857 -7.862 -0.470
H 0.332 5.122 -3.791 0.169
H -3.795 2.770 -2.263 0.019
C -6.962 0.576 -5.553 -0.862
C -0.148 0.213 -1.402 0.671
H -0.266 -2.011 5.110 0.427
O -1.698 5.793 -2.335 -0.441
H 1.553 -6.653 4.336 0.371
H -1.847 1.485 -6.598 0.024
H -0.251 6.775 -1.256 0.261
C -3.006 4.751 2.652 0.255
C -2.349 0.958 -2.727 -0.262
H -7.777 -0.142 -5.675 0.339
Cl -1.318 5.084 3.083 -0.066
H 1.089 -6.311 5.993 0.272
Be 7.351 -3.746 2.630 -0.130
H 6.933 -2.051 4.069 0.250
C 0.638 -2.700 3.320 -0.852
C -1.205 -4.103 6.335 -0.693
C -3.235 0.159 -1.663 -1.207
C -2.895 2.253 -8.325 -0.252
C 5.095 -0.723 0.935 -0.323
H -0.092 -5.277 3.391 0.332
H 1.951 -5.090 5.038 0.199
C 7.027 -0.726 2.376 0.074
C -0.999 -0.568 -0.320 0.163
H 1.168 -2.992 5.379 0.255
O 1.772 6.081 -2.689 -0.418
H -4.387 0.164 -1.802 1.585
N 1.306 0.198 -1.279 -0.519
Cl -3.872 4.134 4.075 -0.090
H -1.749 -3.164 6.496 0.401
H -7.132 1.411 -6.236 0.248
C 0.251 -2.919 4.780 -0.574
C 6.418 -1.681 3.187 -1.076
C -2.586 -0.621 -0.401 -0.844
B 10.190 0.927 1.177 0.636
H -1.976 -4.881 6.375 0.366
F 9.636 1.087 2.494 -0.427
H 0.093 -5.330 7.587 0.212
Cl -2.473 -2.587 1.024 -0.660
N -0.129 -1.179 0.686 -0.195
H -0.771 -4.070 8.449 0.405
O -6.707 0.135 -3.256 -0.756
H -2.879 2.143 -9.411 0.301
H 3.503 -2.060 1.491 0.206
C -0.250 -4.298 7.513 -0.966
C 4.489 -1.684 1.741 0.163
H -0.828 1.686 -8.040 0.349
C 0.642 5.450 -2.784 0.209
C 1.184 -5.867 5.001 -0.924
H 1.254 -3.519 2.939 0.273

# 2
78
Properties=species:S:1:pos:R:3:mulliken_spin:R:1 method="wB97M-V/def2-TZVPD" total_charge=0 e_homo_ha="-0.1731 / -0.3269" relative_energy_kcal_mol=53.9 spin_multiplicity=5 s_squared=6.031 orbital_gap_ha="0.122 / 0.213"
H 1.143 -3.106 0.691 -0.028
C 0.851 -1.245 4.334 0.022
H -0.550 6.481 1.419 0.000
H -0.941 -5.870 3.287 0.001
C -1.023 0.230 4.658 -0.039
Rh 0.049 0.562 0.476 1.644
H 1.450 4.939 -2.922 0.000
H -1.844 1.006 2.784 0.007
H 3.925 -3.196 -1.738 0.000
H 1.589 5.507 2.427 0.000
C 0.240 -4.536 2.051 -0.002
H 1.493 -1.388 2.277 -0.011
N 0.251 -0.687 7.796 0.169
Cl -0.864 1.415 -3.886 0.005
C 0.209 -3.505 1.100 0.026
H -1.930 4.298 -5.373 0.000
H -1.305 3.225 0.786 -0.007
C 1.381 3.968 -3.435 0.002
H -1.913 5.359 1.183 0.000
H -3.118 -4.939 2.491 0.001
H -1.488 5.932 2.814 -0.001
C -1.121 -2.078 -0.594 0.021
H -0.206 4.422 -5.807 0.000
O -0.110 -1.137 -0.709 0.712
H -1.707 3.254 -1.335 -0.003
C 2.676 -0.958 -2.130 -0.007
H -0.919 5.578 -4.675 0.000
H 1.196 -4.946 2.378 0.000
H 1.748 4.118 -4.466 0.000
C 3.205 -3.041 -0.926 -0.001
C 0.128 -0.668 6.631 -0.033
H 1.621 -1.925 4.684 0.008
H -2.071 -1.512 -0.514 0.043
Si -0.439 3.442 -3.481 -0.001
H -2.625 4.152 -2.581 -0.001
H 3.649 -3.339 0.032 0.000
O 2.283 0.086 0.598 0.035
H -1.746 0.752 5.275 0.009
C -2.176 -4.528 2.126 -0.006
C -0.510 -4.808 -3.341 0.001
N 2.857 -1.628 -0.852 0.016
H -1.339 -2.346 -4.041 0.000
N -0.162 -0.158 2.484 0.252
H 1.560 3.770 2.893 0.001
C -1.087 0.388 3.279 0.194
C -1.625 3.993 -2.144 0.001
C -0.957 -5.053 2.560 -0.001
C 0.981 4.691 2.842 0.003
C -0.930 4.521 -4.986 0.000
H 2.571 0.122 -1.994 0.002
C -0.409 3.322 1.412 -0.011
H -1.236 -5.629 -3.437 0.000
H 2.039 3.263 -2.911 0.001
H -3.142 -3.067 0.839 -0.001
H 1.780 -1.353 -2.631 0.001
H 3.550 -1.198 -2.751 0.000
H 0.485 -5.278 -3.374 0.000
C -1.160 -2.813 -1.938 -0.005
H 2.320 -3.666 -1.118 0.001
C -1.083 5.623 1.843 0.001
C 0.767 -0.973 2.975 0.138
H -1.170 -0.952 -2.950 -0.001
N -0.185 4.490 1.996 -0.006
H -1.265 4.957 -1.753 0.000
C -0.016 -0.570 5.200 0.326
C -1.613 -1.951 -3.062 -0.001
Cl 0.858 1.769 -1.258 0.102
C -0.698 -4.072 -2.058 -0.003
C 2.771 -1.042 0.348 0.023
C -2.203 -3.490 1.196 0.026
C -1.012 -3.017 0.641 0.023
H -0.451 -4.643 -1.160 -0.001
H -2.705 -1.819 -3.037 0.000
O 0.388 2.350 1.605 0.054
H 0.654 4.998 3.844 0.000
H 3.206 -1.667 1.160 0.001
H -0.601 -4.162 -4.227 0.000
Cl -2.223 0.979 0.177 0.293

# 3
122
Properties=species:S:1:pos:R:3:mulliken_charge:R:1 method="wB97M-V/def2-TZVPD" total_charge=0 e_homo_ha=-0.3290 orbital_gap_ha=0.333
Cl 8.603 1.776 5.894 -0.145
C 5.815 1.333 1.986 0.456
H -11.091 -0.056 -0.480 0.007
H -2.163 0.370 -0.886 0.334
P -0.689 -3.416 -2.925 0.852
Cl 0.641 -4.883 -8.593 -0.115
Cl 6.496 2.600 0.966 -0.055
Cl 13.414 6.702 6.477 -0.122
C -5.884 -5.325 3.227 -0.089
H 3.870 1.048 -0.828 0.343
C 4.240 -3.606 0.050 -0.688
C 12.649 6.052 7.926 0.024
Cl 2.729 -0.287 -6.232 0.044
Cl -7.006 -5.903 1.998 -0.122
C -1.595 -0.253 -0.197 -0.682
C -1.234 -2.902 1.205 -0.776
Cl 5.001 1.114 -5.126 -0.070
H -1.270 -2.338 2.138 0.314
H 0.424 -2.242 -4.333 0.103
Cl 3.083 3.700 -2.976 0.016
Cl 0.842 -2.979 -6.421 -0.132
H 0.445 -0.610 0.380 0.320
C 0.517 -3.796 4.930 -0.145
Cl -3.463 -2.452 4.987 0.062
H -0.032 0.866 -2.233 0.272
H -1.671 0.232 0.781 0.491
C -3.787 -1.576 6.480 -0.062
Cl -6.339 -3.718 3.790 -0.087
C -9.271 3.977 0.394 -0.041
Cl 1.271 -2.110 -9.163 -0.119
Cl -8.294 4.210 1.841 -0.100
Cl -4.225 -5.336 2.611 -0.076
H 10.502 3.146 5.862 0.118
H 0.813 -3.087 -1.430 0.326
Cl -9.811 -0.066 -2.438 -0.102
Cl -2.639 5.721 -2.356 -0.104
C -0.099 -0.373 -0.535 0.408
H 2.471 -1.444 0.139 -0.335
H 4.900 -3.781 0.895 0.135
H 2.307 1.032 -2.511 -0.255
Cl 9.275 3.886 4.014 -0.114
Cl -6.846 -0.025 -0.313 -0.027
Si -2.326 -1.988 -0.021 0.483
H 0.481 1.730 -0.747 0.192
Cl -15.452 -2.473 -2.414 -0.120
O 0.442 -3.859 -1.879 -0.500
Cl -4.861 1.498 -1.778 -0.144
Cl 8.868 4.516 6.816 -0.104
H 0.022 -1.250 -1.178 -0.892
Cl 4.388 5.067 0.201 -0.069
C 0.521 0.792 -1.295 -0.891
Cl -8.250 3.982 -1.048 -0.144
C 1.456 -3.437 -8.014 0.008
H 3.089 -0.411 1.399 0.504
H -4.184 -1.010 1.358 0.214
H 13.344 6.153 8.749 0.316
C 3.190 -0.649 0.341 -0.081
O -0.212 -2.041 -3.630 -0.021
H -5.927 -6.001 4.070 0.353
H -0.185 -2.973 0.931 0.109
Cl -10.198 2.481 0.505 -0.079
C 9.450 3.310 5.672 0.243
Cl -16.078 -0.199 -0.723 -0.113
Cl -5.523 -1.473 6.784 -0.128
H -3.334 -2.121 7.298 0.297
C -1.300 6.803 -2.745 0.436
Cl -0.183 6.926 -1.386 -0.112
Cl 12.292 4.333 7.725 -0.104
H 4.513 0.700 -7.374 0.392
H 7.610 -3.572 -0.947 0.164
Cl -5.003 1.723 1.115 -0.140
Cl -18.093 -2.224 -1.235 -0.127
Cl 9.523 -4.890 -0.664 -0.136
C 1.972 3.571 -4.344 0.852
H 2.511 -3.656 -7.917 0.283
C 2.940 0.605 -0.483 -0.693
H 3.216 -3.583 0.425 0.119
H 2.532 3.129 -5.232 -0.620
H 4.360 -4.395 -0.681 0.340
H -9.967 4.801 0.315 0.360
H -16.036 -2.466 -0.150 0.285
H -6.627 2.300 -0.465 -0.601
C -10.835 -0.811 -1.211 0.266
Cl 11.193 6.960 8.324 -0.107
O 4.527 -1.172 0.168 -0.279
H -0.765 6.387 -3.588 -0.082
Cl 0.619 2.509 -3.958 -0.038
Cl -1.900 8.398 -3.206 -0.139
C 4.529 -2.290 -0.618 0.735
C 8.202 -3.874 -0.092 0.230
Cl 6.973 5.229 -1.115 -0.142
C 3.924 0.972 -6.510 -0.162
Cl 1.528 -3.018 3.706 -0.012
Cl 6.739 1.174 3.481 -0.060
Cl -3.067 0.035 6.429 -0.134
H 5.703 6.962 -0.172 0.358
O 4.782 -2.221 -1.788 -0.583
H -1.674 -3.873 1.414 0.330
H 2.475 1.349 0.166 0.499
O -0.849 -4.443 -3.953 -0.733
C 1.973 0.426 -1.677 0.293
Cl -9.971 -2.109 -0.381 -0.114
Cl 4.684 6.599 -2.248 -0.104
Cl 7.154 -4.775 1.011 -0.142
P -2.588 -3.052 -1.975 -0.302
H 1.949 -0.628 -1.958 0.318
Cl -0.982 -4.393 4.222 -0.021
C -16.371 -1.913 -1.017 0.069
H -4.209 -2.823 1.263 -0.140
C 5.466 6.082 -0.755 -0.065
H 5.872 0.395 1.449 -0.162
Cl -12.330 -1.414 -1.925 -0.076
Cl 3.151 2.538 -6.858 -0.161
C -5.928 1.479 -0.370 0.920
H -3.224 -2.112 -2.810 0.024
C -4.055 -1.884 0.733 -0.277
Cl 1.400 -5.100 5.723 -0.129
H -4.758 -1.903 -0.096 0.094
Cl 8.822 -2.421 0.690 -0.115
Cl 1.380 5.173 -4.815 -0.185
Cl 4.117 1.669 2.338 -0.150
H 0.266 -3.055 5.677 0.282

# 4
77
Properties=species:S:1:pos:R:3:mulliken_charge:R:1 method="wB97M-V/def2-TZVPD" total_charge=+1 e_homo_ha=-0.3379 orbital_gap_ha=0.170
C 1.366 -4.719 6.603 -0.562
H -2.166 -3.903 -2.147 0.247
C 0.476 -2.813 7.400 -0.413
H -4.412 -1.329 2.212 0.495
H -5.995 5.010 -9.050 0.374
H -3.006 4.876 -6.090 0.234
H -3.316 4.877 -8.582 0.342
N -0.891 -2.086 0.563 0.080
H 3.414 -4.640 -0.313 0.241
H 4.286 -4.348 3.338 0.313
C -5.114 5.000 -5.872 -0.549
H 5.164 -3.785 0.015 0.273
H -1.184 3.572 -6.340 0.695
N 0.985 -2.496 -1.245 -0.384
H 0.447 5.741 -6.405 0.378
C 2.359 3.024 0.989 -0.233
H 2.187 2.566 1.954 0.369
H -7.177 5.101 -6.608 0.379
C -4.140 4.926 -7.884 -0.252
H 4.967 -2.557 3.181 0.280
C -4.285 -1.940 4.366 -0.446
H 2.754 5.251 -1.411 0.376
C 2.398 4.345 0.605 -0.785
N 2.281 -2.542 1.201 -0.316
C -3.989 -1.261 3.205 -0.650
N -2.607 -3.222 -1.456 -0.615
C 0.052 -2.981 6.100 -0.243
C 4.207 -4.294 0.503 -0.961
N 1.262 -0.658 0.204 -0.384
H 1.065 -0.095 1.060 0.272
C -0.403 3.819 -5.633 -0.658
H 1.426 3.407 -3.042 0.204
H -5.043 -2.706 4.475 0.428
H 3.125 -2.917 3.797 0.258
C 2.456 -2.033 -1.356 -0.561
C 4.005 -3.217 3.085 -0.866
C -0.055 3.076 -4.527 -0.687
C 0.283 -1.795 -0.086 0.123
N -2.973 -0.382 3.476 -0.007
C 1.308 -3.913 7.717 -0.397
N -3.914 4.925 -6.532 0.059
N 0.595 -4.146 5.625 0.027
H 1.811 -4.096 8.658 0.407
H -0.589 -2.373 5.476 0.223
N 2.594 2.253 -0.120 0.057
H -2.548 0.246 2.806 0.247
C -6.116 5.042 -6.815 -0.364
H 2.082 5.515 -4.240 0.341
C 2.589 -1.444 0.204 0.190
H -0.449 2.147 -4.139 0.386
C -2.624 -0.486 4.797 -0.630
H 2.428 -1.091 -2.088 0.286
H 0.449 -4.524 4.698 0.179
C 1.289 4.863 -4.580 -0.220
H -3.385 -1.764 6.408 0.456
C 2.773 3.067 -1.208 -0.768
H 2.628 1.242 -0.134 0.281
H -1.183 -1.506 1.382 0.173
H -5.151 5.017 -4.791 0.346
C -3.421 -1.450 5.374 -0.303
H 1.086 -3.540 -1.029 0.363
C 0.448 4.949 -5.667 -0.668
C -5.500 4.994 -8.088 -0.551
H -2.652 -3.990 1.002 0.197
P -1.807 -3.508 -0.074 0.223
H 2.253 5.198 1.257 0.402
H 4.551 -5.290 1.064 0.358
C 3.395 -3.273 1.534 0.353
H -0.785 -4.517 -0.365 0.101
H 3.538 -0.800 0.440 0.465
H 1.889 -5.649 6.422 0.382
C 2.660 4.373 -0.785 -0.398
H 2.966 2.649 -2.187 0.745
H 3.236 -2.856 -1.682 0.275
N 0.972 3.723 -3.889 0.154
H -1.839 0.131 5.213 0.442
H 0.215 -1.987 8.048 0.395

Calculated total energy (eV)
-217675.18042, -88165.30212, -665381.14624, -51785.69227
Max |F| (eV Å⁻¹)
7.204, 3.803, 2.734, 5.942